(1)
Computed, not measured: 2 unconnected molecules or ions with the total composition C19H22BN3 at a distorted geometry, with the ωB97M-V functional and the def2-TZVPD basis.

Computed properties:
Molecular weight, u: 303.22
Kohn-Sham gap, Eh: 0.17754
E_LUMO, eV: -2.65
Net charge: 0
Total energy, Eh: -926.189163

Atoms and positions in Å:
C: 1.590 -5.637 -0.404
N: 2.225 -4.369 -0.038
C: 3.526 -4.492 0.626
C: 1.601 -3.103 -0.300
C: 0.810 -2.476 0.678
C: 0.219 -1.269 0.434
C: 0.389 -0.606 -0.807
C: -0.095 0.714 -1.020
C: -0.199 1.694 0.002
C: -0.752 3.025 -0.121
C: -1.462 3.666 -1.144
C: -1.836 4.976 -0.966
C: -1.510 5.665 0.208
C: -0.811 5.055 1.222
C: -0.434 3.719 1.063
N: 0.282 2.841 1.893
C: 0.890 3.171 3.178
C: 0.417 1.636 1.256
C: 1.134 -1.276 -1.807
C: 1.737 -2.475 -1.551
H: 0.625 -5.454 -0.873
H: 2.220 -6.186 -1.101
H: 1.435 -6.250 0.482
H: 3.922 -3.508 0.870
H: 3.427 -5.069 1.544
H: 4.232 -5.001 -0.030
H: 0.678 -2.967 1.627
H: -0.413 -0.819 1.179
H: -0.222 1.052 -2.037
H: -1.705 3.132 -2.046
H: -2.382 5.483 -1.746
H: -1.813 6.693 0.315
H: -0.543 5.589 2.117
H: 0.664 4.196 3.463
H: 0.512 2.503 3.950
H: 1.971 3.057 3.117
H: 1.019 0.825 1.627
H: 1.274 -0.792 -2.757
H: 2.363 -2.942 -2.292
H: -2.937 -0.006 -1.432
B: -4.095 -0.223 -1.460
H: -4.528 -0.117 -0.369
H: -4.619 0.590 -2.134
C: -4.317 -1.592 -1.999
N: -4.491 -2.653 -2.418

---

(2)
Computed, not measured: a molecular structure, C19H22BeFNO3 at a distorted geometry, with the ωB97M-V functional and the def2-TZVPD basis.

Computed properties:
Molecular weight, u: 340.40
Kohn-Sham gap, Eh: 0.13331
E_LUMO, eV: 4.92
Net charge: -2
Total energy, Eh: -1132.324670

Atoms and positions in Å:
Be: -0.069 -0.061 -0.022
C: 0.379 -2.138 -2.755
C: 1.555 -2.314 -1.795
C: 2.177 -3.706 -1.948
C: 2.561 -1.195 -1.978
C: 3.402 -1.210 -3.086
C: 4.287 -0.172 -3.326
C: 4.321 0.906 -2.454
C: 3.497 0.951 -1.336
C: 3.507 2.172 -0.440
C: 2.564 3.241 -0.990
C: 4.904 2.759 -0.214
C: 2.609 -0.110 -1.077
N: 1.716 -0.038 -0.007
C: 2.136 -0.528 1.191
C: 3.403 -1.005 1.571
C: 3.632 -1.449 2.873
C: 2.618 -1.437 3.822
C: 1.343 -0.975 3.469
C: 1.138 -0.540 2.190
F: -0.063 -0.087 1.755
H: -0.376 -2.908 -2.584
H: 0.703 -2.205 -3.802
H: -0.100 -1.168 -2.611
H: 1.147 -2.287 -0.783
H: 2.494 -3.909 -2.976
H: 1.449 -4.474 -1.676
H: 3.046 -3.821 -1.295
H: 3.355 -2.031 -3.794
H: 4.929 -0.190 -4.200
H: 4.991 1.730 -2.675
H: 3.148 1.896 0.553
H: 2.886 3.584 -1.981
H: 2.532 4.109 -0.324
H: 1.547 2.853 -1.079
H: 5.308 3.232 -1.114
H: 5.608 1.988 0.112
H: 4.867 3.527 0.563
H: 4.208 -1.021 0.845
H: 4.622 -1.804 3.141
H: 2.812 -1.782 4.831
H: 0.526 -0.954 4.177
O: -1.509 -0.283 -0.138
O: -2.188 2.473 -0.575
C: -1.015 2.594 -0.284
O: -0.047 1.772 -0.041
H: -0.679 3.681 -0.213

---

(3)
Computed, not measured: 2 unconnected molecules or ions with the total composition C19H22BrNO7P at a distorted geometry, with the ωB97M-V functional and the def2-TZVPD basis.

Computed properties:
Molecular weight, u: 487.26
Kohn-Sham gap, Eh: 0.27967
E_LUMO, eV: -4.79
Net charge: +1
Total energy, Eh: -4233.774404

Atoms and positions in Å:
C: -1.729 -2.396 4.087
C: -2.970 -2.777 3.302
O: -2.904 -2.122 2.024
C: -3.943 -2.368 1.219
O: -4.936 -2.937 1.560
C: -3.742 -1.842 -0.181
C: -4.525 -0.531 -0.343
C: -4.040 0.421 -1.461
C: -2.562 0.478 -1.765
C: -2.086 0.284 -3.076
C: -3.043 0.077 -4.211
O: -3.821 0.930 -4.470
O: -2.965 -1.039 -4.925
C: -0.729 0.305 -3.374
C: 0.207 0.533 -2.377
P: 2.021 0.610 -2.686
C: 2.617 -0.118 -1.119
O: 2.266 -0.566 -3.788
N: -0.268 0.753 -1.132
C: -1.580 0.742 -0.812
Br: -1.924 1.172 0.967
H: -1.460 -3.178 4.790
H: -0.875 -2.250 3.430
H: -1.869 -1.481 4.657
H: -3.843 -2.456 3.855
H: -2.992 -3.853 3.180
H: -4.162 -2.606 -0.825
H: -2.671 -1.744 -0.337
H: -4.602 0.011 0.591
H: -5.542 -0.803 -0.602
H: -4.330 1.436 -1.188
H: -4.576 0.220 -2.375
H: -2.292 -1.644 -4.586
H: -0.406 0.162 -4.394
H: 2.017 -0.990 -0.850
H: 2.522 0.613 -0.320
H: 3.652 -0.417 -1.204
H: 1.824 -1.397 -3.565
H: 0.398 0.936 -0.390
C: 6.825 2.678 0.885
C: 6.036 1.612 0.777
C: 4.973 1.338 1.773
O: 4.251 0.363 1.674
C: 4.820 2.293 2.896
C: 5.607 3.360 3.007
C: 6.672 3.639 2.009
O: 7.386 4.609 2.105
H: 7.608 2.897 0.171
H: 6.134 0.899 -0.032
H: 4.039 2.070 3.612
H: 5.513 4.070 3.819

---

(4)
Computed, not measured: a molecular structure, C19H22CaN2Se at a distorted geometry, with the ωB97M-V functional and the def2-TZVPD basis.

Computed properties:
Molecular weight, u: 397.44
Kohn-Sham gap, Eh: 0.19666
E_LUMO, eV: -0.74
Net charge: 0
Total energy, Eh: -3925.747356

Atoms and positions in Å:
C: 0.818 -2.878 1.830
C: -0.567 -3.510 1.651
H: 1.467 -3.005 0.943
H: 1.349 -3.380 2.648
H: 0.788 -1.808 2.129
H: -1.041 -3.336 0.667
H: -0.483 -4.598 1.745
H: -1.261 -3.161 2.419
C: 2.608 -0.797 -1.899
C: 3.421 -0.203 -2.875
C: 2.807 0.317 -4.019
C: 1.418 0.252 -4.135
H: 3.029 -1.163 -0.956
H: 4.497 -0.136 -2.707
H: 3.400 0.780 -4.804
H: 0.880 0.689 -4.974
N: 1.270 -0.896 -2.021
C: 0.661 -0.351 -3.111
C: -0.827 -0.285 -3.078
N: -1.420 -0.673 -1.914
C: -2.743 -0.491 -1.720
C: -2.990 0.426 -3.925
C: -3.564 0.086 -2.693
H: -3.118 -0.801 -0.738
H: -4.617 0.250 -2.466
C: -1.615 0.239 -4.125
H: -1.135 0.491 -5.072
H: -3.612 0.845 -4.719
Ca: -0.199 -1.322 0.081
C: -2.156 -0.623 1.495
H: -3.046 -1.250 1.339
H: -2.369 0.385 1.114
H: -1.947 -0.547 2.573
Se: 0.990 1.208 0.546
C: 0.857 1.940 2.227
C: 0.463 1.219 3.381
C: 0.470 1.825 4.634
C: 0.856 3.167 4.771
C: 1.228 3.909 3.632
C: 1.219 3.309 2.381
H: 0.151 0.183 3.270
H: 0.171 1.237 5.503
H: 0.862 3.638 5.753
H: 1.526 4.957 3.733
H: 1.502 3.861 1.485

---

(5)
Computed, not measured: 9 unconnected molecules or ions with the total composition C19H22Cl3O20 at a distorted geometry, with the ωB97M-V functional and the def2-TZVPD basis.

Computed properties:
⟨S²⟩: 0.76
Molecular weight, u: 676.72
Kohn-Sham gap (spin up / spin down), Eh: 0.28452 / 0.12016
E_LUMO (spin up / spin down), eV: -2.24 / -6.72
Spin multiplicity: 2
Net charge: 0
Total energy, Eh: -3622.081400

Atoms and positions in Å:
Cl: 1.626 1.455 1.063
O: 0.289 1.903 0.739
O: 1.574 0.680 2.287
O: 2.091 0.781 -0.111
O: 2.374 2.605 1.307
C: 0.633 -4.395 1.319
C: -0.524 -5.092 1.424
C: -1.878 -4.533 1.801
O: -2.931 -5.128 1.831
C: -1.732 -3.197 2.293
C: -0.583 -2.498 2.322
C: 0.784 -3.011 1.750
O: 1.869 -2.377 1.592
O: -0.595 -1.246 2.769
O: -0.518 -6.478 1.350
H: 1.552 -4.894 1.053
H: -2.653 -2.762 2.650
H: 0.149 -0.827 2.331
H: -1.419 -6.772 1.498
C: -3.769 4.797 1.726
C: -2.856 4.119 1.004
C: -2.102 4.767 -0.175
O: -1.402 4.219 -1.040
C: -2.494 6.161 -0.300
C: -3.439 6.814 0.356
C: -4.144 6.200 1.483
O: -5.006 6.800 2.152
O: -3.820 8.054 -0.105
O: -2.702 2.767 1.073
H: -4.303 4.280 2.510
H: -1.818 6.738 -0.914
H: -4.453 8.469 0.485
H: -2.166 2.362 0.387
C: -0.583 -3.503 -3.243
C: 0.212 -2.709 -2.536
C: 1.698 -2.713 -2.597
O: 2.427 -1.971 -1.920
C: 2.195 -3.750 -3.399
C: 1.453 -4.561 -4.148
C: -0.037 -4.515 -4.141
O: -0.778 -5.294 -4.804
O: 2.019 -5.520 -4.921
O: -0.262 -1.812 -1.606
H: -1.632 -3.421 -3.001
H: 3.258 -3.877 -3.540
H: 1.392 -6.229 -5.082
H: 0.516 -1.300 -1.375
O: 2.972 4.114 3.856
H: 2.518 4.281 3.030
H: 3.406 3.271 3.725
O: 4.245 -0.978 1.418
H: 4.259 -0.021 1.397
H: 3.323 -1.201 1.545
O: 0.964 -0.756 5.121
H: 0.337 -1.207 4.556
H: 0.915 0.161 4.851
O: 4.036 0.927 -2.656
H: 3.942 1.275 -3.542
H: 3.359 1.375 -2.149
C: -0.349 1.980 -2.887
Cl: 0.677 0.596 -3.226
Cl: -2.022 1.568 -2.878
H: 0.085 2.430 -1.994
H: -0.179 2.603 -3.766

---

(6)
Computed, not measured: C19H22ClN3O2S in the gas phase, with the ωB97M-V functional and the def2-TZVPD basis.

Computed properties:
SMILES: CCCC(=O)N1CCN(c2ccc(NC(=O)c3cccs3)cc2Cl)CC1
Molecular weight, u: 391.92
Kohn-Sham gap, Eh: 0.29558
E_LUMO, eV: 0.21
Net charge: 0
Total energy, Eh: -1910.372842

Atoms and positions in Å:
C: -0.160 -0.822 5.512
C: 0.037 -1.914 4.468
C: 0.035 -1.354 3.040
C: -1.358 -0.855 2.709
O: -2.270 -1.650 2.556
N: -1.582 0.481 2.634
C: -0.592 1.538 2.662
C: -1.061 2.710 1.772
N: -1.806 2.207 0.637
C: -1.071 1.495 -0.321
C: -1.226 0.126 -0.556
C: -0.508 -0.525 -1.536
C: 0.410 0.165 -2.325
N: 1.111 -0.546 -3.298
C: 2.055 -0.091 -4.175
O: 2.454 1.056 -4.232
C: 2.579 -1.122 -5.084
C: 3.527 -0.905 -6.048
C: 3.846 -2.063 -6.782
C: 3.140 -3.150 -6.374
S: 2.071 -2.785 -5.085
C: 0.579 1.530 -2.116
C: -0.159 2.172 -1.141
Cl: 0.045 3.884 -0.988
C: -3.077 1.669 1.083
C: -2.942 0.948 2.441
H: 0.627 -0.073 5.440
H: -0.136 -1.248 6.513
H: -1.121 -0.331 5.374
H: 0.987 -2.422 4.648
H: -0.763 -2.650 4.553
H: 0.254 -2.166 2.344
H: 0.805 -0.593 2.944
H: 0.352 1.165 2.261
H: -0.425 1.888 3.690
H: -1.719 3.384 2.325
H: -0.194 3.278 1.437
H: -1.907 -0.451 0.049
H: -0.653 -1.586 -1.683
H: 0.871 -1.527 -3.351
H: 3.968 0.062 -6.206
H: 4.567 -2.088 -7.579
H: 3.178 -4.153 -6.751
H: 1.271 2.086 -2.725
H: -3.770 2.512 1.192
H: -3.477 1.007 0.316
H: -3.598 0.078 2.491
H: -3.193 1.628 3.262